Density functional theory data (ωB97M-V with the def2-TZVPD basis set) for a 6-piece molecular cluster, C45H90BrN5O5 overall at a distorted geometry.

The geometry in XYZ format:
```
146
Properties=species:S:1:pos:R:3:forces:R:3
C -5.897 -6.692 1.526 0.3142 -1.9054 1.4663
C -4.818 -7.331 2.509 -1.0249 1.3291 -1.4073
C -5.104 -6.767 3.910 0.2383 0.0516 -0.2431
C -4.629 -7.703 5.004 -0.3870 -0.6173 0.7561
C -5.218 -9.113 4.834 0.1949 0.5667 -2.8701
C -4.661 -9.793 3.538 -0.7423 1.0364 0.2353
N -4.995 -8.793 2.441 -0.8172 -2.7954 -5.6312
O -5.260 -9.284 1.291 0.9030 2.5588 5.1875
C -5.445 -11.072 3.224 -0.8150 -0.2031 -0.8104
C -3.125 -9.859 3.339 0.1501 -1.1979 1.1871
C -3.378 -7.012 1.974 -0.6581 -1.3718 -0.2803
H -5.668 -6.932 0.535 0.5985 -0.1443 -1.6088
H -5.936 -5.628 1.650 -0.1692 0.4026 0.3495
H -6.839 -7.235 1.708 0.0353 0.7952 0.1923
H -6.197 -6.624 3.978 0.4673 0.1565 0.0889
H -4.577 -5.778 3.901 -0.6489 -0.7423 0.3851
H -5.045 -7.488 5.976 0.1753 1.0938 0.3343
H -3.543 -7.651 5.074 0.0298 -0.3842 0.1630
H -6.323 -8.999 4.619 1.0142 -0.3337 0.7769
H -5.009 -9.812 5.607 -0.0766 -0.2294 0.9970
H -5.278 -11.871 4.000 0.0581 0.8172 -1.0153
H -5.302 -11.382 2.156 0.4695 -0.3293 1.3178
H -6.545 -10.826 3.202 0.9852 -0.1526 0.4737
H -2.927 -9.895 2.314 0.2916 -0.0750 -1.7700
H -2.783 -10.829 3.681 -0.1414 -0.3275 0.3501
H -2.409 -9.157 3.755 -0.7187 0.4569 0.4443
H -2.683 -7.274 2.739 0.7130 -0.0958 0.4050
H -3.363 -5.959 1.849 0.0964 0.9649 -0.3042
H -3.099 -7.538 1.022 -0.5525 0.5148 0.8793
C 6.257 -0.590 3.299 -0.5667 0.4171 -1.1978
C 7.722 -0.843 3.352 2.3769 -0.4340 -2.2088
C 8.646 0.212 2.546 -2.3165 -1.2315 2.8967
C 9.000 1.303 3.546 1.5830 0.2849 -2.1227
C 9.731 0.940 4.824 0.8580 -0.9667 -2.4209
C 8.790 0.104 5.641 1.3916 -0.2022 0.4161
N 8.163 -1.004 4.823 0.0598 3.6758 -3.1584
O 7.823 -1.993 5.261 -0.4988 -3.4241 3.1728
C 7.710 0.970 6.158 -1.8276 0.7990 0.3340
C 9.556 -0.465 6.784 1.4947 0.0264 -0.3337
C 7.929 -2.232 2.712 0.5362 -0.9996 1.0449
H 6.045 0.468 3.445 -0.3902 -0.0141 -0.0273
H 5.740 -1.210 4.017 -0.3490 -0.0830 0.1110
H 5.980 -0.928 2.248 -0.0659 0.7112 1.4124
H 7.984 0.572 1.737 0.8452 -0.1246 0.1618
H 9.500 -0.358 2.267 0.6800 -0.1216 -0.8176
H 8.125 1.856 3.692 -1.3500 0.9137 0.7695
H 9.598 1.971 2.960 0.6679 0.6992 -0.1135
H 10.063 1.856 5.293 -0.4698 0.1244 0.6740
H 10.718 0.417 4.636 -1.1679 0.2012 -0.0852
H 8.227 1.651 6.838 -0.2970 0.1676 -0.1211
H 7.048 0.364 6.757 -0.4579 -0.0352 0.3126
H 7.097 1.539 5.421 0.6637 -0.4468 0.5282
H 8.962 -0.801 7.594 -0.4160 -0.5437 0.7631
H 10.181 0.377 7.085 -0.1702 -0.0321 0.5421
H 10.311 -1.182 6.446 -0.3971 -0.3262 0.1451
H 7.284 -2.981 3.217 0.3196 0.3867 -0.5814
H 8.972 -2.599 2.795 -0.4249 0.2970 0.0795
H 7.708 -2.212 1.652 -0.1961 0.2696 -0.1041
C 3.489 2.091 -5.634 2.7817 -0.4933 -1.6264
C 2.357 1.649 -4.801 -1.6499 -0.4509 -0.2335
C 1.319 0.984 -5.723 -2.9050 1.5981 1.7855
C 1.638 -0.374 -6.196 -1.7180 -2.3060 1.7919
C 1.697 -1.319 -4.919 -0.0881 -0.2502 -0.0648
C 2.838 -1.032 -3.942 0.1691 2.8007 -3.0397
N 2.822 0.600 -3.838 1.2671 -0.6392 2.5953
O 3.348 0.986 -2.837 -0.2466 0.3246 -0.9289
C 4.160 -1.334 -4.752 1.1164 -0.2515 2.6847
C 2.927 -1.538 -2.569 -0.0430 -1.0494 0.9781
C 1.736 2.812 -4.030 -0.0910 -0.1226 -1.8387
H 4.392 2.467 -5.083 -0.8016 -0.5233 -0.2763
H 3.202 2.912 -6.318 -0.1853 -0.4811 0.4197
H 3.786 1.206 -6.299 0.0310 1.4522 0.8116
H 1.063 1.736 -6.483 0.2543 -0.3727 -0.1247
H 0.385 0.932 -5.048 1.0935 -0.1067 -1.0840
H 2.525 -0.383 -6.755 1.2021 -0.3656 -0.9615
H 0.821 -0.907 -6.756 0.7460 1.1703 0.0401
H 2.065 -2.267 -5.235 -0.4872 -1.2068 -0.7632
H 0.681 -1.441 -4.472 1.0324 0.3551 -0.1552
H 4.327 -2.455 -4.678 -0.2272 1.3845 -0.3252
H 5.027 -0.835 -4.207 -0.9282 -0.7239 -0.5904
H 4.194 -0.969 -5.754 -0.2751 -0.0907 -0.6599
H 2.260 -1.094 -1.821 0.3430 0.2580 -0.4754
H 3.967 -1.621 -2.245 -0.1062 0.3155 0.1162
H 2.579 -2.556 -2.643 -0.1755 -0.6769 -0.0415
H 1.238 3.417 -4.825 0.9813 0.2222 0.5814
H 2.457 3.273 -3.388 0.3110 0.7635 0.0415
H 0.909 2.492 -3.478 -1.1044 -0.9069 1.2895
C 2.947 8.545 -2.506 -1.4791 -0.1293 -0.5227
C 1.640 9.340 -2.181 0.4351 -0.0024 -1.3962
C 1.201 10.283 -3.335 0.5371 1.3201 0.3994
C 0.591 9.656 -4.546 0.3503 -3.0128 -0.0856
C -0.656 8.934 -4.046 -0.4287 -0.1934 1.6323
C -0.357 7.768 -3.061 0.8513 0.1431 -1.2122
N 0.569 8.357 -1.996 -1.4785 -0.9730 -0.4450
O 0.293 8.001 -0.917 0.3869 -0.1745 1.6692
C 0.372 6.586 -3.698 -1.6880 -0.2829 -0.9012
C -1.564 7.159 -2.373 -0.1618 -0.7513 -2.1773
C 1.895 9.980 -0.877 -0.0167 1.1688 1.3427
H 2.966 7.660 -1.876 0.4697 0.0868 0.1694
H 3.789 9.208 -2.397 0.2443 0.0904 0.3105
H 2.881 8.238 -3.526 0.3043 -0.3944 -0.7869
H 2.141 10.783 -3.576 -0.2382 0.3768 -0.1009
H 0.447 11.028 -3.007 0.7484 -0.1751 0.4204
H 1.321 8.941 -4.987 -0.5048 0.3822 -0.0951
H 0.259 10.301 -5.318 0.1733 1.1206 -0.5425
H -1.472 8.611 -4.694 0.5212 0.0130 -0.4999
H -1.096 9.698 -3.403 -0.6922 0.0649 -0.0211
H -0.343 6.251 -4.522 0.8274 -0.0361 1.2960
H 0.477 5.869 -2.889 0.2283 -0.5672 -0.4371
H 1.276 6.761 -4.221 1.0695 0.4381 -0.1503
H -2.236 6.800 -3.192 0.3866 0.5532 0.6017
H -2.043 7.858 -1.785 -1.3375 1.5275 1.1840
H -1.388 6.287 -1.778 0.5835 -0.3787 0.3387
H 0.982 10.321 -0.387 -0.0722 -0.1524 0.0840
H 2.478 10.900 -1.013 0.1631 -0.4163 -0.1192
H 2.431 9.279 -0.223 -0.1752 0.4614 0.0061
C -8.999 -1.174 0.534 -0.4444 0.9204 0.3640
C -7.932 -1.058 -0.541 0.9541 -0.2682 -0.3880
C -7.908 0.303 -1.359 0.1039 -1.2565 2.0024
C -7.320 1.483 -0.640 1.1140 0.8803 -1.4889
C -5.865 1.213 -0.215 0.5593 0.1121 -0.7260
C -5.627 0.015 0.755 -2.3400 1.1081 0.1657
N -6.584 -1.260 0.287 0.4648 4.3800 0.2666
O -6.238 -2.264 0.730 -0.1919 -2.2111 0.1294
C -6.155 0.455 2.216 2.6351 -0.2962 -2.3513
C -4.238 -0.434 0.623 -0.0074 -2.5767 -0.8981
C -7.860 -2.221 -1.537 -0.9399 0.1355 0.1929
H -9.938 -1.034 0.035 -0.6535 -0.3922 -0.5337
H -9.059 -0.330 1.241 0.6785 -0.2622 -0.1014
H -9.023 -2.110 1.089 0.2026 -0.0569 -0.1912
H -8.903 0.515 -1.653 -1.3451 0.0516 0.0441
H -7.445 0.106 -2.282 1.1382 -0.2150 -1.1101
H -7.912 1.780 0.178 -0.8482 0.2142 1.2101
H -7.392 2.375 -1.349 0.4384 -1.0977 0.8857
H -5.434 2.108 0.300 -0.2913 -0.6949 -0.3970
H -5.242 1.047 -1.146 -0.6023 0.1750 0.9686
H -6.407 -0.376 2.827 -0.2016 -0.4770 0.7014
H -6.930 1.088 1.946 -2.0048 0.9591 0.3261
H -5.371 1.125 2.635 -0.3432 -0.8142 -0.0697
H -4.089 -0.892 -0.377 0.1144 0.4071 0.3909
H -3.900 -1.170 1.333 -0.0950 -0.1986 0.4871
H -3.617 0.392 0.696 1.2673 1.6561 0.0936
H -8.706 -2.149 -2.243 0.3369 -0.0702 0.3810
H -7.859 -3.195 -1.058 -0.2114 -0.0587 0.0902
H -6.949 -2.123 -2.091 0.4826 0.0043 -0.5210
Br 0.078 0.047 -2.274 -0.3720 0.3802 0.0491
```
Positions in Å, forces in eV/Å.

Output
**E_HOMO**: -13.677 eV
**Frontier orbital gap**: 4.0347 eV
**Energy above the lowest of the compared OMol25 structures with the same formula, charge and spin**: 0.0000 eV
**Net charge**: +4
**F_max**: 6.34 eV Å⁻¹